This record from the OMol25 dataset describes a molecular structure, C41H38As2FNO10SSeV. The level of theory is ωB97M-V/def2-TZVPD.

Geometry as ORCA input:
```
! RIJCOSX wB97M-V def2-TZVPD def2/J DEFGRID3
* xyz 1 1
V 0.717 0.501 -0.421
C -5.282 -1.138 -3.486
C -5.970 -0.565 -2.253
C -7.396 -1.102 -2.230
C -8.142 -0.581 -1.011
C -7.305 -0.756 0.258
C -7.887 -0.857 1.477
C -7.182 -0.918 2.680
F -7.823 -0.819 3.828
C -5.828 -1.075 2.683
C -5.175 -1.080 1.441
C -3.732 -1.190 1.424
O -3.137 -1.586 2.443
C -3.094 -0.930 0.152
C -3.882 -0.916 -0.973
N -5.228 -0.894 -0.988
C -5.904 -0.894 0.281
C -1.619 -1.273 -0.004
O -1.076 -2.312 -0.236
O -0.880 -0.058 0.196
H -5.982 -0.870 -4.328
H -5.275 -2.212 -3.373
H -4.271 -0.723 -3.649
H -5.920 0.549 -2.365
H -7.473 -2.197 -2.253
H -7.931 -0.738 -3.122
H -9.114 -1.057 -0.859
H -8.266 0.485 -1.059
H -8.985 -0.597 1.578
H -5.315 -1.138 3.633
H -3.401 -0.979 -1.923
C 4.068 -0.030 1.521
C 2.957 0.011 2.577
As 1.335 -0.642 1.760
C 1.434 -2.606 1.704
C 2.443 -3.214 1.010
C 2.483 -4.573 0.917
C 1.505 -5.386 1.526
C 0.450 -4.798 2.214
C 0.396 -3.399 2.256
C 0.145 -0.260 3.216
C 0.526 -0.713 4.469
C -0.239 -0.276 5.574
C -1.261 0.642 5.424
C -1.655 1.041 4.149
C -1.015 0.512 3.073
As 3.517 0.801 -0.126
C 4.437 2.508 -0.273
C 4.372 3.310 0.816
C 4.821 4.611 0.662
C 5.233 5.059 -0.574
C 5.363 4.193 -1.657
C 4.993 2.914 -1.467
C 4.505 -0.278 -1.450
C 5.663 -1.010 -1.219
C 6.376 -1.482 -2.311
C 5.917 -1.255 -3.615
C 4.746 -0.516 -3.851
C 4.049 -0.064 -2.742
H 4.381 -1.066 1.385
H 5.049 0.516 1.732
H 2.754 0.993 2.914
H 3.182 -0.549 3.447
H 3.217 -2.696 0.417
H 3.237 -5.035 0.361
H 1.625 -6.431 1.443
H -0.328 -5.387 2.634
H -0.426 -2.848 2.691
H 1.387 -1.379 4.659
H 0.040 -0.599 6.597
H -1.732 0.993 6.323
H -2.525 1.669 4.023
H -1.328 0.753 2.089
H 3.956 2.917 1.738
H 4.756 5.308 1.503
H 5.477 6.054 -0.906
H 5.739 4.578 -2.628
H 5.004 2.144 -2.236
H 6.031 -1.308 -0.225
H 7.310 -1.923 -2.220
H 6.433 -1.690 -4.443
H 4.389 -0.327 -4.878
H 3.071 0.447 -2.879
O 2.817 3.036 -8.389
Se 2.902 2.098 -7.120
O 2.208 0.692 -7.054
O 1.063 -0.555 -1.525
O 3.810 2.538 -5.896
C 1.473 4.313 -0.892
S 0.182 3.241 -0.266
O -0.999 4.047 -0.138
O 0.283 2.085 -1.322
O 0.591 2.563 0.947
H 1.192 4.704 -1.841
H 2.437 3.772 -0.991
H 1.537 5.156 -0.174
*
```

Output
- E: -291352.4927 eV

=====

This record from the OMol25 dataset describes a molecular structure, C40H51N6O6PSZr. The level of theory is ωB97M-V/def2-TZVPD.

Geometry as ORCA input:
```
! RIJCOSX wB97M-V def2-TZVPD def2/J DEFGRID3
* xyz 0 1
Zr 0.159 0.121 -0.088
O 3.254 -1.938 2.004
C 2.647 -1.222 1.221
N 1.577 -1.470 0.454
C 1.154 -2.764 0.110
C 1.398 -3.930 0.827
C 0.952 -5.144 0.318
C 0.284 -5.191 -0.894
C 0.037 -4.029 -1.616
C 0.447 -2.800 -1.107
N 0.144 -1.524 -1.646
C -0.266 -1.407 -2.917
O -0.281 -2.233 -3.823
C -0.842 -0.040 -3.189
C -1.326 0.288 -4.444
C -1.973 1.500 -4.611
C -2.123 2.335 -3.513
C -1.584 1.941 -2.303
N -0.945 0.783 -2.140
C 3.180 0.162 0.908
C 4.375 0.599 1.450
C 4.910 1.789 0.986
C 4.222 2.504 0.016
C 2.995 2.030 -0.414
N 2.481 0.882 0.021
H 1.936 -3.873 1.760
H 1.129 -6.055 0.875
H -0.066 -6.138 -1.283
H -0.459 -4.079 -2.571
H -1.196 -0.429 -5.241
H -2.369 1.784 -5.577
H -2.640 3.282 -3.588
H -1.628 2.542 -1.412
H 4.861 -0.024 2.187
H 5.857 2.152 1.364
H 4.615 3.427 -0.388
H 2.394 2.581 -1.127
C -5.402 -0.338 -3.727
C -5.070 -1.392 -2.707
C -5.932 -1.666 -1.652
C -5.610 -2.622 -0.696
C -4.413 -3.308 -0.804
C -3.541 -3.057 -1.856
C -3.876 -2.108 -2.801
S -3.915 -4.446 0.457
O -3.198 -5.517 -0.161
O -5.051 -4.686 1.299
N -2.830 -3.606 1.360
C -3.366 -2.446 2.074
C -2.253 -1.648 2.727
C -1.393 -0.918 1.733
O -1.733 -0.862 0.507
O -0.325 -0.353 2.081
H -6.438 -0.013 -3.638
H -5.246 -0.711 -4.740
H -4.761 0.536 -3.598
H -6.869 -1.129 -1.574
H -6.279 -2.844 0.124
H -2.614 -3.609 -1.929
H -3.201 -1.926 -3.629
H -1.978 -3.442 0.830
H -4.051 -2.821 2.831
H -3.926 -1.788 1.400
H -1.605 -2.276 3.342
H -2.678 -0.895 3.398
C -2.976 2.023 1.721
C -2.452 3.460 1.556
C -3.176 4.057 0.327
C -2.903 4.297 2.763
P -0.573 3.317 1.315
N -0.222 2.070 0.426
C 0.040 4.939 0.527
C 1.555 5.108 0.715
C -0.175 4.863 -0.994
C -0.638 6.206 1.060
C 0.186 3.200 3.050
C 0.243 4.511 3.846
C -0.560 2.181 3.930
C 1.603 2.621 2.892
H -4.055 2.070 1.894
H -2.524 1.505 2.564
H -2.796 1.431 0.824
H -3.359 5.124 0.446
H -4.151 3.574 0.224
H -2.653 3.921 -0.610
H -3.996 4.329 2.757
H -2.549 5.325 2.712
H -2.602 3.875 3.718
H 2.102 4.262 0.315
H 1.857 5.251 1.747
H 1.865 5.998 0.160
H 0.107 3.883 -1.380
H 0.455 5.616 -1.476
H -1.199 5.078 -1.287
H -0.494 6.341 2.130
H -1.703 6.229 0.847
H -0.191 7.071 0.560
H -0.742 4.956 3.989
H 0.895 5.263 3.411
H 0.640 4.282 4.838
H -1.540 2.521 4.257
H 0.042 2.028 4.831
H -0.647 1.219 3.436
H 2.249 3.189 2.227
H 1.549 1.596 2.529
H 2.073 2.599 3.878
*
```

Output
- E: -84945.2114 eV
- Relative energy (zero: lowest compared OMol25 entry of this formula, charge and spin): 4.5 kcal/mol

=====

This record from the OMol25 dataset describes 2 unconnected molecules or ions with the total composition C10H16O. The level of theory is ωB97M-V/def2-TZVPD.

Geometry as ORCA input:
```
! RIJCOSX wB97M-V def2-TZVPD def2/J DEFGRID3
* xyz 0 1
C 0.863 -2.780 0.275
C -0.888 0.510 1.511
C 0.193 -0.381 1.120
C -2.231 0.276 1.290
C -0.153 -1.618 0.526
C -2.466 -0.763 0.340
C -1.483 -1.725 0.033
O -3.230 0.873 1.931
H -0.497 1.408 1.931
H 1.127 0.046 1.470
H -2.790 1.420 2.674
H -3.510 -0.852 -0.061
H 1.165 -3.146 -0.665
H 0.492 -3.636 0.914
H -1.787 -2.672 -0.568
H 1.783 -2.344 0.672
C 1.511 1.770 -0.825
C 1.974 0.406 -1.381
C 0.218 2.169 -1.367
H 1.539 1.625 0.269
H 2.260 2.510 -1.100
H 1.824 -0.522 -0.713
H 0.191 1.846 -2.411
H -0.600 1.660 -0.929
H 3.007 0.499 -1.475
H 1.487 0.243 -2.298
H 0.001 3.180 -1.161
*
```

Output
- E: -12675.1705 eV
- Structure (SMILES): Cc1ccc(O)cc1.CCC
- Relative energy (zero: lowest compared OMol25 entry of this formula, charge and spin): 58.9 kcal/mol

=====

This record from the OMol25 dataset describes a molecular structure, C22H35MgNO4P2. The level of theory is ωB97M-V/def2-TZVPD.

Geometry as ORCA input:
```
! RIJCOSX wB97M-V def2-TZVPD def2/J DEFGRID3
* xyz 0 1
P 0.142 -2.208 -0.318
P -0.158 2.149 0.161
C -0.268 -0.617 -1.153
C 0.349 0.820 -1.103
H -1.371 -0.553 -1.122
H -0.037 -0.907 -2.194
H 1.448 0.819 -1.263
H -0.075 1.305 -1.992
C -1.814 2.621 -0.410
H -2.283 3.170 0.423
H -2.419 1.723 -0.597
H -1.788 3.253 -1.310
C 0.962 3.550 -0.237
H 0.566 4.202 -1.031
H 1.975 3.210 -0.502
H 1.052 4.136 0.698
C -1.014 -3.456 -0.910
H -1.196 -4.196 -0.115
H -0.649 -3.995 -1.796
H -1.979 -2.984 -1.137
C 1.817 -2.647 -0.760
H 2.456 -1.754 -0.804
H 1.822 -3.138 -1.747
H 2.245 -3.338 -0.017
Mg 1.032 0.274 1.221
C 0.600 1.552 -4.179
C -0.738 1.609 -4.059
C -1.671 0.886 -4.973
C -1.315 -0.598 -5.272
C -0.509 -1.308 -4.232
C 0.837 -1.365 -4.189
C 1.707 -0.590 -5.120
C 1.327 0.903 -5.317
C -0.110 -2.176 1.441
H 1.256 2.122 -3.514
H -1.217 2.359 -3.421
H -1.760 1.411 -5.939
H -2.671 0.893 -4.519
H -2.275 -1.136 -5.323
H -0.869 -0.676 -6.276
H -1.123 -1.923 -3.565
H 1.346 -2.142 -3.618
H 1.717 -1.068 -6.113
H 2.737 -0.625 -4.742
H 2.280 1.446 -5.425
H 0.799 1.026 -6.276
H 0.622 -1.567 2.017
H 0.082 -3.222 1.721
H -1.141 -1.895 1.716
O -0.853 1.910 3.484
C -0.100 1.010 3.884
O 0.737 0.309 3.146
C -0.070 0.654 5.356
C 0.817 -0.330 5.840
C 0.920 -0.609 7.199
C 0.076 0.046 8.112
C -0.760 1.090 7.657
C -0.889 1.335 6.292
N -0.152 -0.555 9.383
O 0.456 -1.612 9.668
O -0.977 -0.023 10.158
H 1.424 -0.903 5.140
H 1.600 -1.373 7.551
H -1.321 1.655 8.394
H -1.634 2.044 5.930
*
```

Output
- E: -57076.4177 eV
- Relative energy (zero: lowest compared OMol25 entry of this formula, charge and spin): 0.0 kcal/mol

=====

This record from the OMol25 dataset describes 13 unconnected molecules or ions with the total composition C30H76BN4O20. The level of theory is ωB97M-V/def2-TZVPD.

Geometry as ORCA input:
```
! RIJCOSX wB97M-V def2-TZVPD def2/J DEFGRID3
* xyz -1 1
O 2.358 2.562 1.231
C 1.690 1.651 0.867
O 0.404 1.446 1.175
B -0.064 0.219 0.518
O 1.182 -0.443 0.053
C 2.204 0.416 0.128
O 3.370 0.260 -0.110
O -1.107 0.500 -0.456
C -2.108 -0.336 -0.309
O -3.089 -0.430 -0.994
C -1.824 -1.164 0.979
O -0.738 -0.712 1.489
O -2.562 -2.067 1.315
C 5.330 -0.254 2.501
O 5.433 0.418 3.769
H 5.798 -1.226 2.679
H 4.294 -0.505 2.293
H 5.804 0.262 1.668
H 6.345 0.702 3.865
C 4.128 -3.309 0.785
O 5.526 -3.076 0.877
H 3.609 -2.447 0.367
H 3.894 -4.077 0.039
H 3.778 -3.556 1.788
H 6.045 -3.868 1.020
C 6.255 -0.243 -1.504
O 5.572 1.009 -1.524
H 6.414 -0.645 -0.503
H 5.744 -0.971 -2.140
H 7.245 -0.142 -1.954
H 4.692 0.779 -1.173
C -6.391 1.930 -0.848
O -6.072 2.368 -1.946
N -5.827 0.850 -0.238
N -7.414 2.460 -0.083
H -4.916 0.614 -0.608
H -6.313 0.320 0.452
H -7.291 2.294 0.897
H -8.130 3.047 -0.463
C 1.759 -1.732 4.440
O 2.171 -0.576 4.275
N 2.372 -2.551 5.335
N 0.796 -2.260 3.661
H 3.150 -2.196 5.853
H 2.119 -3.522 5.291
H 0.445 -3.191 3.781
H 0.365 -1.619 3.019
C -3.600 4.690 1.473
C -2.806 3.482 0.995
C -1.574 3.922 0.185
O -2.339 2.691 2.076
H -4.318 4.402 2.241
H -3.972 5.161 0.566
H -2.907 5.348 2.005
H -3.461 2.829 0.403
H -1.061 3.010 -0.119
H -0.900 4.453 0.857
H -1.804 4.506 -0.706
H -1.635 2.107 1.771
C 3.662 5.414 0.190
C 4.987 6.046 0.622
C 4.788 7.489 1.121
O 5.498 5.222 1.673
H 3.777 4.530 -0.437
H 3.038 6.090 -0.403
H 3.122 5.159 1.100
H 5.795 6.063 -0.115
H 5.565 7.702 1.858
H 3.811 7.522 1.602
H 4.884 8.267 0.366
H 5.811 4.385 1.324
C -2.252 -0.029 4.602
C -3.541 -0.856 4.522
C -4.498 -0.165 3.522
O -3.234 -2.199 4.149
H -1.851 0.139 3.610
H -1.474 -0.422 5.253
H -2.657 0.885 5.051
H -4.070 -1.055 5.458
H -4.765 0.804 3.939
H -5.227 -0.864 3.109
H -3.967 0.070 2.590
H -2.779 -2.241 3.289
C -0.739 3.000 -4.213
C -0.994 1.544 -3.901
C -2.487 1.195 -3.874
O -0.383 0.805 -4.961
H -1.377 3.727 -3.683
H -1.142 3.304 -5.186
H 0.289 3.323 -4.061
H -0.572 1.259 -2.932
H -2.964 1.524 -4.800
H -2.962 1.788 -3.089
H -2.720 0.147 -3.704
H 0.484 0.533 -4.647
C 1.053 -3.724 -1.504
C 0.034 -3.410 -2.605
C -1.340 -3.944 -2.357
O 0.033 -1.968 -2.674
H 0.836 -3.116 -0.621
H 2.105 -3.553 -1.734
H 1.005 -4.785 -1.233
H 0.521 -3.790 -3.507
H -1.768 -3.623 -1.402
H -1.372 -5.017 -2.136
H -1.951 -3.768 -3.240
H 0.344 -1.513 -1.887
C -4.835 -5.373 -1.159
C -4.726 -4.438 0.043
C -5.757 -4.774 1.133
O -3.432 -4.680 0.578
H -5.884 -5.507 -1.435
H -4.395 -6.361 -1.031
H -4.314 -4.909 -1.999
H -4.908 -3.396 -0.238
H -5.639 -4.151 2.021
H -5.841 -5.827 1.389
H -6.698 -4.399 0.706
H -3.135 -3.888 1.048
C 2.774 0.088 -3.553
C 2.953 -0.983 -4.636
C 3.601 -2.304 -4.074
O 1.659 -1.414 -5.065
H 3.637 0.081 -2.888
H 1.979 -0.267 -2.890
H 2.590 1.081 -3.956
H 3.536 -0.630 -5.485
H 4.445 -2.711 -4.629
H 2.863 -3.093 -3.946
H 3.929 -2.096 -3.048
H 1.174 -1.541 -4.231
*
```

Output
- E: -79937.1076 eV

=====

This record from the OMol25 dataset describes 4 unconnected molecules or ions with the total composition C2H11NO3. The level of theory is ωB97M-V/def2-TZVPD.

Geometry as ORCA input:
```
! RIJCOSX wB97M-V def2-TZVPD def2/J DEFGRID3
* xyz 0 1
C 2.609 -0.974 -0.662
C 2.100 -2.244 -0.428
N 0.747 -2.346 -0.280
H 2.096 -0.086 -0.305
H 3.415 -0.762 -1.350
H 2.682 -3.148 -0.515
H 0.252 -1.823 -0.824
H 0.406 -3.291 -0.316
H 0.210 1.997 1.012
H 1.250 3.223 0.776
O 0.272 2.993 0.729
H -2.866 2.067 1.860
H -3.675 0.721 1.838
O -3.233 1.399 1.317
H -1.849 0.434 -0.305
H -1.476 0.666 -1.659
O -1.280 0.074 -1.011
*
```

Output
- E: -9883.1475 eV
- Structure (SMILES): C=CN.O.O.O
- Relative energy (zero: lowest compared OMol25 entry of this formula, charge and spin): 47.3 kcal/mol